Computed, not measured: a structure of composition C30H29NP2PtS2 at a distorted geometry, with wB97M-V/def2-TZVPD.

- E_LUMO: -0.006 Eh
- Relative energy (zero: lowest compared OMol25 entry of this formula, charge and spin): 0.6527 eV
- HOMO-LUMO gap: 6.6 eV
- HOMO: -6.7 eV

Cartesian coordinates (Å):
C -1.70 0.38 1.03
P -2.96 -0.20 0.04
H 3.20 -4.88 1.24
H 2.99 -5.21 -0.48
C 1.03 -3.52 0.33
H -5.79 -0.23 -0.82
H -0.51 -5.13 2.04
C -2.35 4.27 3.74
C -5.56 -2.57 2.15
H -2.84 2.61 0.41
C -3.72 1.86 3.48
C -2.50 -0.68 5.08
C -4.42 3.03 3.77
H -5.49 2.99 3.89
H -3.16 -3.85 6.05
C -6.04 3.14 -0.59
C -2.48 -3.28 4.10
C -3.73 4.23 3.89
H 0.32 -6.78 -0.23
S 0.53 0.38 2.84
H -2.49 0.33 5.47
C -4.93 -1.47 1.59
H -3.16 -1.53 6.92
C -4.13 -4.02 0.88
C -3.49 -2.92 0.33
C -3.89 -1.63 0.68
H -5.66 -4.71 2.22
H -1.82 5.20 3.84
C -4.76 3.43 -0.14
C -3.85 2.41 0.07
H -2.47 -4.29 3.72
S -1.95 -0.69 -1.62
C -1.65 3.10 3.45
C -6.42 1.82 -0.83
H -5.26 -0.47 1.86
C 2.59 -5.40 0.51
H -3.82 -5.02 0.60
H -4.47 4.46 0.04
H -7.41 1.60 -1.19
C -2.09 -2.23 3.28
H -0.77 -5.39 -0.36
H -1.77 -2.41 2.26
H -6.75 3.94 -0.76
H -4.25 0.92 3.38
Pt -0.16 -0.72 0.42
C -5.51 0.80 -0.62
C -2.33 1.90 3.32
H -6.36 -2.43 2.87
C 1.12 -4.97 0.61
H -0.58 3.12 3.32
H 0.63 -5.51 -1.43
C -4.22 1.09 -0.16
H -4.27 5.14 4.12
C 0.58 -5.19 2.03
H 2.65 -6.47 0.71
C -2.87 -3.03 5.41
C -2.87 -1.73 5.90
C -2.12 -0.92 3.76
N 0.95 -2.39 0.16
C -5.16 -3.85 1.80
C 0.27 -5.71 -0.42
P -1.47 0.42 2.71
H 0.87 -6.18 2.39
H 0.96 -4.44 2.72
H -2.70 -3.04 -0.39